# 1
DFT (wB97M-V/def2-TZVPD) results for C14H15B3F6HgN2O21S2 as an isolated structure at a distorted geometry.

Structure (XYZ):
```
64
Properties=species:S:1:pos:R:3:forces:R:3:lowdin_charge:R:1
Hg 0.90749 -0.78934 0.79055 0.549 -1.225 -1.353 1.14
O -3.79261 -2.71554 0.49312 0.146 -0.086 0.051 0.14
C -3.59517 -2.11281 -0.52268 -0.289 0.103 0.020 -0.39
O -4.47238 -1.89006 -1.48254 0.094 0.009 -0.027 0.23
B -3.91063 -0.94888 -2.47318 -0.234 -0.074 -0.285 -0.86
O -2.50251 -0.74015 -2.03232 0.082 0.139 0.205 0.26
C -2.29110 -1.37419 -0.90996 -0.253 -0.055 -0.088 -0.36
O -1.28849 -1.38261 -0.24469 -0.182 0.246 -0.047 0.06
O -4.70345 0.29297 -2.50976 0.372 -0.176 -0.067 0.22
C -5.06518 0.53996 -3.76753 0.028 0.094 0.128 -0.39
O -5.72741 1.46339 -4.12866 -0.148 0.162 -0.117 0.15
C -4.52464 -0.60871 -4.65692 -0.248 0.064 0.349 -0.38
O -3.94282 -1.47745 -3.83753 0.173 -0.091 -0.128 0.23
O -4.67498 -0.70855 -5.83519 0.060 -0.134 -0.083 0.15
O 2.53831 -1.01784 -4.14321 0.056 -0.090 -0.054 0.16
C 1.72316 -0.15380 -4.04427 -0.097 0.027 0.066 -0.38
O 1.23821 0.60197 -5.01824 -0.137 0.040 -0.131 0.23
B 0.30446 1.61053 -4.48551 0.014 -0.063 0.183 -0.87
O 0.30708 1.36513 -3.02125 -0.244 -0.001 0.092 0.23
C 1.08506 0.35088 -2.72517 0.350 0.497 0.091 -0.36
O 1.36353 -0.01005 -1.61043 -0.068 -0.052 -0.401 0.06
O 0.76301 2.98693 -4.77283 0.143 -0.126 -0.036 0.23
C -0.15721 3.61805 -5.47650 -0.380 0.066 0.109 -0.40
O -0.13258 4.75747 -5.83936 0.238 0.208 -0.122 0.13
C -1.34440 2.64745 -5.69150 0.175 -0.179 0.191 -0.39
O -1.04771 1.52370 -5.04253 0.065 -0.012 -0.203 0.23
O -2.33984 2.88458 -6.30255 -0.082 -0.008 -0.061 0.16
C 0.91779 -1.01617 5.13742 0.754 0.049 -0.202 -0.63
F 1.55765 0.16302 5.02513 -0.329 -0.194 0.042 0.11
F 1.22794 -1.52628 6.33163 -0.397 0.174 -0.097 0.13
F -0.39453 -0.78773 5.06483 0.142 -0.031 0.326 0.13
S 1.44980 -2.23920 3.79969 -0.906 0.413 -1.488 0.61
O 2.15402 -3.25537 4.50433 0.740 0.269 0.206 -0.26
O 0.24654 -2.64137 3.14928 -0.663 0.317 0.070 -0.29
N 2.27002 -1.28351 2.68747 0.310 -1.537 2.515 -0.35
S 3.83893 -1.61564 2.95812 0.450 0.706 -0.074 0.58
O 4.23708 -1.14686 4.25923 0.199 0.083 -0.023 -0.30
O 4.24593 -2.90782 2.52986 0.189 -0.192 -0.160 -0.26
C 4.66834 -0.44068 1.75014 0.061 -0.486 -0.323 -0.65
F 5.14502 0.63783 2.37975 -0.215 0.038 -0.136 0.12
F 5.69766 -1.08243 1.18910 -0.066 0.209 0.215 0.13
F 3.85426 -0.05678 0.76103 0.069 0.308 0.260 0.10
B 1.72180 -2.99864 -0.08238 -0.502 -0.613 -0.391 -0.41
H 1.57615 -3.30079 -1.23677 -0.171 0.259 -0.181 -0.02
H 0.59614 -2.89320 0.39622 -0.384 -0.160 0.288 -0.03
H 2.35785 -3.82272 0.50868 0.034 0.191 0.510 -0.02
H 2.31766 -1.95108 -0.09521 0.891 0.767 -0.160 -0.06
C 0.86212 3.32185 2.60420 -0.773 0.798 -0.506 -0.06
C 0.73724 1.84267 2.27889 0.244 0.351 0.245 -0.42
C -0.64588 1.33514 2.63178 -0.405 -0.110 0.408 -0.20
O -0.73830 -0.05481 2.36473 -0.210 0.675 0.161 -0.30
C -2.07252 -0.54971 2.49893 0.106 -0.213 -0.033 -0.07
N 0.97659 1.57426 0.83572 -0.417 0.436 0.755 0.04
H 0.16575 3.87434 1.95409 -0.065 -0.071 0.161 0.09
H 1.82513 3.78292 2.37933 0.247 -0.471 0.136 0.08
H 0.58565 3.57740 3.62847 0.126 -0.223 0.066 0.08
H 1.47192 1.29441 2.87342 0.014 -0.169 -0.231 0.12
H -1.41208 1.91213 2.08762 0.075 -0.208 -0.267 0.14
H -0.88869 1.47952 3.69252 0.317 0.149 0.032 0.13
H -2.69738 -0.08139 1.73693 -0.133 -0.097 0.043 0.10
H -2.47238 -0.35102 3.49792 0.153 0.221 0.005 0.10
H -2.03316 -1.62510 2.36544 0.009 0.013 -0.215 0.09
H 0.18715 1.95237 0.30899 -0.042 -0.319 -0.085 0.11
H 1.74557 2.16738 0.53411 0.366 -0.616 -0.160 0.10
```
Positions in Å, forces in eV/Å.

Calculated values
HOMO energy: -5.12 eV
Energy above the lowest of the compared OMol25 structures with the same formula, charge and spin: 0.6 kcal/mol
Spin multiplicity: 1
Kohn-Sham gap: 8.60 eV
Net charge: -2



# 2
DFT (wB97M-V/def2-TZVPD) results for a 3-piece molecular cluster, C5H15N2 overall at a distorted geometry.

Structure (XYZ):
```
22
Properties=species:S:1:pos:R:3:forces:R:3:lowdin_charge:R:1
C 4.94075 0.55073 0.30123 0.857 -1.086 0.819 -0.23
C 0.58324 -1.04601 0.61058 -0.671 0.235 -2.179 -0.12
C 0.13610 -0.36527 -0.46581 -1.032 -4.585 0.753 0.01
C -2.68155 0.32504 0.76594 -1.140 -1.494 -2.824 -0.12
N -3.76652 0.55882 -0.26308 0.017 -0.810 -0.623 -0.18
C -3.66893 -0.45526 -1.37514 1.702 0.043 3.001 -0.14
N 3.77744 1.33100 -0.16902 1.271 -0.833 0.234 -0.06
H 5.17487 0.33083 1.43274 -1.110 0.805 -1.534 0.08
H 5.93461 0.90280 -0.04717 -0.829 0.144 -0.238 0.06
H 0.84961 -0.47507 1.42672 1.056 0.916 2.009 0.01
H 0.60360 -2.16318 0.73731 -0.056 1.168 -0.504 0.08
H -1.71935 0.04698 0.23640 -1.336 1.156 0.904 0.01
H -0.60471 -1.06263 -1.04303 1.317 1.995 -0.275 0.07
H -2.96580 -0.57513 1.30010 0.218 -0.198 0.704 0.07
H -2.70594 1.19626 1.35342 0.703 0.885 1.010 0.06
H -4.67302 0.48311 0.19941 0.343 -0.033 -0.122 0.08
H -4.48404 -0.61190 -2.00947 -1.604 0.216 -0.592 0.05
H -2.84885 -0.11578 -1.94418 0.940 0.331 -1.064 0.05
H -3.33589 -1.43739 -0.96614 -0.426 0.189 -0.175 0.07
H 2.97300 0.74692 -0.02061 -0.525 0.598 0.039 0.01
H 4.80001 -0.47649 -0.13025 0.258 0.897 0.286 0.07
H 3.68137 2.31161 0.07004 0.045 -0.540 0.372 0.06
```
Positions in Å, forces in eV/Å.

Calculated values
HOMO energy (alpha / beta): -8.72 / -8.73 eV
Energy above the lowest of the compared OMol25 structures with the same formula, charge and spin: 93.7 kcal/mol
Spin multiplicity: 2
Kohn-Sham gap (alpha / beta): 9.73 / 7.48 eV



What did the second record say?
DFT (wB97M-V/def2-TZVPD) results for a 3-piece molecular cluster, C5H15N2 overall at a distorted geometry.

Structure (XYZ):
```
22
Properties=species:S:1:pos:R:3:forces:R:3:lowdin_charge:R:1
C 4.94075 0.55073 0.30123 0.857 -1.086 0.819 -0.23
C 0.58324 -1.04601 0.61058 -0.671 0.235 -2.179 -0.12
C 0.13610 -0.36527 -0.46581 -1.032 -4.585 0.753 0.01
C -2.68155 0.32504 0.76594 -1.140 -1.494 -2.824 -0.12
N -3.76652 0.55882 -0.26308 0.017 -0.810 -0.623 -0.18
C -3.66893 -0.45526 -1.37514 1.702 0.043 3.001 -0.14
N 3.77744 1.33100 -0.16902 1.271 -0.833 0.234 -0.06
H 5.17487 0.33083 1.43274 -1.110 0.805 -1.534 0.08
H 5.93461 0.90280 -0.04717 -0.829 0.144 -0.238 0.06
H 0.84961 -0.47507 1.42672 1.056 0.916 2.009 0.01
H 0.60360 -2.16318 0.73731 -0.056 1.168 -0.504 0.08
H -1.71935 0.04698 0.23640 -1.336 1.156 0.904 0.01
H -0.60471 -1.06263 -1.04303 1.317 1.995 -0.275 0.07
H -2.96580 -0.57513 1.30010 0.218 -0.198 0.704 0.07
H -2.70594 1.19626 1.35342 0.703 0.885 1.010 0.06
H -4.67302 0.48311 0.19941 0.343 -0.033 -0.122 0.08
H -4.48404 -0.61190 -2.00947 -1.604 0.216 -0.592 0.05
H -2.84885 -0.11578 -1.94418 0.940 0.331 -1.064 0.05
H -3.33589 -1.43739 -0.96614 -0.426 0.189 -0.175 0.07
H 2.97300 0.74692 -0.02061 -0.525 0.598 0.039 0.01
H 4.80001 -0.47649 -0.13025 0.258 0.897 0.286 0.07
H 3.68137 2.31161 0.07004 0.045 -0.540 0.372 0.06
```
Positions in Å, forces in eV/Å.

Calculated values
HOMO energy (alpha / beta): -8.72 / -8.73 eV
Energy above the lowest of the compared OMol25 structures with the same formula, charge and spin: 93.7 kcal/mol
Spin multiplicity: 2
Kohn-Sham gap (alpha / beta): 9.73 / 7.48 eV



Please write out number 2 again, unchanged.
DFT (wB97M-V/def2-TZVPD) results for a 3-piece molecular cluster, C5H15N2 overall at a distorted geometry.

Structure (XYZ):
```
22
Properties=species:S:1:pos:R:3:forces:R:3:lowdin_charge:R:1
C 4.94075 0.55073 0.30123 0.857 -1.086 0.819 -0.23
C 0.58324 -1.04601 0.61058 -0.671 0.235 -2.179 -0.12
C 0.13610 -0.36527 -0.46581 -1.032 -4.585 0.753 0.01
C -2.68155 0.32504 0.76594 -1.140 -1.494 -2.824 -0.12
N -3.76652 0.55882 -0.26308 0.017 -0.810 -0.623 -0.18
C -3.66893 -0.45526 -1.37514 1.702 0.043 3.001 -0.14
N 3.77744 1.33100 -0.16902 1.271 -0.833 0.234 -0.06
H 5.17487 0.33083 1.43274 -1.110 0.805 -1.534 0.08
H 5.93461 0.90280 -0.04717 -0.829 0.144 -0.238 0.06
H 0.84961 -0.47507 1.42672 1.056 0.916 2.009 0.01
H 0.60360 -2.16318 0.73731 -0.056 1.168 -0.504 0.08
H -1.71935 0.04698 0.23640 -1.336 1.156 0.904 0.01
H -0.60471 -1.06263 -1.04303 1.317 1.995 -0.275 0.07
H -2.96580 -0.57513 1.30010 0.218 -0.198 0.704 0.07
H -2.70594 1.19626 1.35342 0.703 0.885 1.010 0.06
H -4.67302 0.48311 0.19941 0.343 -0.033 -0.122 0.08
H -4.48404 -0.61190 -2.00947 -1.604 0.216 -0.592 0.05
H -2.84885 -0.11578 -1.94418 0.940 0.331 -1.064 0.05
H -3.33589 -1.43739 -0.96614 -0.426 0.189 -0.175 0.07
H 2.97300 0.74692 -0.02061 -0.525 0.598 0.039 0.01
H 4.80001 -0.47649 -0.13025 0.258 0.897 0.286 0.07
H 3.68137 2.31161 0.07004 0.045 -0.540 0.372 0.06
```
Positions in Å, forces in eV/Å.

Calculated values
HOMO energy (alpha / beta): -8.72 / -8.73 eV
Energy above the lowest of the compared OMol25 structures with the same formula, charge and spin: 93.7 kcal/mol
Spin multiplicity: 2
Kohn-Sham gap (alpha / beta): 9.73 / 7.48 eV



The lowest energy above the lowest of the compared OMol25 structures with the same formula, charge and spin belongs to which entry? C14H15B3F6HgN2O21S2



What is the energy above the lowest of the compared OMol25 structures with the same formula, charge and spin in the first record? 0.6 kcal/mol